This record from the OMol25 dataset describes a structure of composition C5H12CaO3. The level of theory is ωB97M-V/def2-TZVPD.

Each line ends with the natural charge from an NBO analysis.
Element x y z (Å)
1 H 0.97672 3.23231 2.93517  0.15
2 H 0.89553 1.37306 -0.53539  0.21
3 H 2.19140 0.17184 -0.24044  0.23
4 H 2.86614 1.44418 3.26008  0.49
5 H 2.14002 4.17874 3.91801  0.18
6 H 0.70488 -0.08111 2.92343  0.10
7 C -1.55757 -1.37668 -2.16753  -0.27
8 O -0.88832 -0.73327 -1.09422  -0.64
9 C 1.10737 0.32579 -0.28903  -0.10
10 O 0.54254 0.10617 1.02432  -0.53
11 H 0.97889 -1.61209 -1.20915  0.19
12 H -1.44820 -0.78688 -3.08938  0.19
13 H -2.61913 -1.44655 -1.89816  0.22
14 H 1.41229 2.66321 4.54852  0.16
15 H -1.15461 -2.38811 -2.32260  0.19
16 C 1.32077 0.22519 2.05076  0.09
17 H 0.70767 -0.22239 -2.30307  0.20
18 Ca -2.23002 -0.42175 0.88658  0.04
19 C 1.81538 3.16482 3.65156  -0.25
20 C 0.50625 -0.61875 -1.29468  -0.09
21 O 2.90705 2.47275 3.10197  -0.75

Force components x, y, z for each atom (eV/Å):
H 0.217 0.101 0.103
H 0.000 -0.247 0.019
H -0.241 0.145 0.112
H -0.299 3.175 -0.660
H -0.086 -0.269 -0.071
H -0.399 0.248 -0.211
C -0.201 -0.287 -0.496
O -0.041 0.252 0.156
C 0.424 0.815 -0.131
O -0.344 -0.463 0.035
H -0.213 0.190 -0.071
H -0.034 -0.115 0.207
H 0.285 0.007 -0.117
H 0.193 0.290 -0.127
H -0.094 0.211 0.052
C 0.607 -0.522 0.057
H 0.014 -0.105 0.232
Ca -0.164 0.061 0.306
C -0.662 -0.381 0.264
C 0.323 -0.429 -0.078
O 0.715 -2.676 0.419

Properties
- HOMO energy (Ha) = -0.1731
- molecular weight (g mol⁻¹) = 160.23
- LUMO level (Eh) = 0.001
- maximum force (eV/A) = 3.3
- gap between HOMO and LUMO (eV) = 4.74
- ΔE to the lowest compared entry with this formula, charge and spin (kJ/mol) = 446.0
- multiplicity = 1